Record 1
{
  "formula": "C3H9N2O",
  "method": "ωB97M-V with the def2-TZVPD basis set",
  "species": ["C", "H", "H", "H", "C", "H", "H", "N", "N", "H", "H", "O", "C", "H", "H"],
  "positions_angstrom": [[0.155063, 1.063481, -0.954079], [1.731970, 0.627632, 0.509589], [-1.796810, -1.762563, 1.167469], [-0.966224, 1.250610, -0.938962], [-0.137023, -0.816500, 0.491621], [0.354446, 0.347272, -1.721317], [1.359687, -1.531872, -0.580184], [-1.343489, -0.866979, 1.075465], [0.522378, -1.820744, 0.010328], [-1.834244, -0.095033, 1.548897], [0.147268, -2.844810, 0.011239], [0.425966, 1.816160, 1.313048], [0.590589, 0.668425, 0.463490], [0.460389, 2.156888, -1.249684], [-0.380554, 2.199894, 0.958683]],
  "forces_ev_per_angstrom": [[-1.49, 3.51, 0.00], [-1.50, -1.16, -0.14], [-0.23, -0.07, -0.05], [0.90, -0.71, 0.01], [-0.81, 3.51, 3.45], [0.30, -0.29, -0.55], [-1.33, -1.17, 1.22], [0.80, -0.46, -0.40], [0.64, -1.80, -1.45], [0.97, -0.36, -0.50], [1.05, 2.63, -0.25], [-1.45, -2.50, -0.29], [2.16, 0.38, -1.95], [0.29, -2.29, 0.49], [-0.28, 0.79, 0.40]],
  "lumo_energy_ev": -3.6,
  "orbital_gap_ev": 11.8,
  "de_lowest_kj_mol": 186.0,
  "smiles": "C[C@@H](O)C(N)=[NH2+]",
  "total_charge": 1,
  "homo_ev": -15.39
}

Record 2
{
  "formula": "C4H8P2",
  "method": "ωB97M-V with the def2-TZVPD basis set",
  "species": ["H", "H", "H", "C", "C", "P", "C", "H", "H", "H", "H", "P", "H", "C"],
  "positions_angstrom": [[-2.205126, -1.341878, -2.171783], [-1.702460, 0.327711, -2.542560], [0.676690, -0.429868, 2.728626], [-2.015727, -0.258615, -1.793448], [-0.916179, -0.234454, -0.783863], [-0.133768, 1.212970, -0.022647], [1.534909, 0.026693, 2.047293], [0.745040, 1.676610, -1.226184], [-3.012225, 0.242217, -1.319102], [2.534078, -0.393970, 2.084186], [1.664282, 1.085100, 2.434150], [-0.124202, -1.398670, 0.103421], [1.832486, -0.376929, -0.119618], [1.122201, -0.136918, 0.581528]],
  "forces_ev_per_angstrom": [[0.02, 1.94, 0.65], [0.67, 2.20, -3.22], [2.23, 0.53, -1.16], [-2.32, -2.72, 3.70], [-2.38, 4.22, -2.89], [1.66, -0.22, -1.42], [-1.24, 0.04, 0.78], [-1.22, -0.41, 1.27], [2.01, -1.34, -1.18], [-0.09, -0.62, 0.97], [-0.35, -0.93, -0.94], [1.43, -4.88, 3.47], [2.43, 0.36, -1.35], [-2.85, 1.83, 1.32]],
  "lumo_energy_ev": [0.9, -2.3],
  "orbital_gap_ev": [6.8, 6.1],
  "de_lowest_kj_mol": 103.8,
  "spin_multiplicity": 3,
  "s_squared": 2.009,
  "homo_ev": [-5.90, -8.38]
}

Record 3
{
  "formula": "C28H50ClF6N5NbO8S",
  "method": "ωB97M-V with the def2-TZVPD basis set",
  "species": ["H", "H", "H", "C", "H", "H", "C", "C", "H", "H", "C", "H", "H", "C", "H", "Cl", "C", "C", "C", "H", "C", "H", "C", "H", "C", "H", "H", "H", "C", "H", "O", "H", "F", "C", "Nb", "H", "C", "H", "C", "C", "C", "C", "H", "H", "N", "N", "C", "F", "H", "H", "C", "H", "O", "H", "H", "C", "H", "C", "H", "H", "H", "H", "H", "H", "O", "H", "F", "N", "H", "F", "H", "H", "H", "H", "S", "H", "O", "O", "H", "N", "H", "C", "H", "C", "C", "H", "O", "F", "H", "C", "H", "O", "C", "H", "C", "H", "N", "O", "H", "F"],
  "positions_angstrom": [[-2.759240, -4.786919, -2.263995], [2.213785, -0.098701, -3.077430], [1.066007, 2.329047, -0.975969], [2.549853, -0.028124, 0.801212], [0.660540, 1.331739, 4.166725], [-2.005349, -0.433380, -3.044458], [-2.132152, -6.872273, -3.623724], [6.589771, -1.032898, 0.344929], [-0.687632, -4.561670, -5.340121], [4.519798, -1.607664, 6.664483], [-1.497141, 0.229882, -3.747408], [-0.209041, -6.268143, -5.173990], [0.454578, 5.349469, -1.070302], [-3.790963, 2.159950, -3.331947], [-1.386668, -7.617477, -3.335062], [-1.166600, 3.346499, -5.105139], [3.532282, -0.856235, 4.166578], [-0.280885, 1.786736, 4.473141], [0.443916, -1.346372, -3.208505], [0.964251, -0.981672, 1.981212], [-0.421536, -5.348770, -4.633150], [8.449743, 0.268558, 2.901431], [-1.923850, -4.528542, -2.938425], [-0.232255, 2.059264, 5.525785], [-1.557654, 0.396535, 2.986680], [9.096991, -0.564336, 1.474686], [-2.550841, -7.145233, -4.595399], [1.286184, -2.257425, 6.266751], [-6.929350, 1.543703, -0.938303], [-2.930722, -6.868092, -2.884778], [0.851594, -1.079767, 4.668061], [0.607958, -2.280501, -3.736399], [-6.841027, 2.321039, -3.113267], [1.625318, -1.651602, 5.407140], [-1.527484, 2.297721, -2.885340], [-0.225144, 7.553002, 0.014622], [1.376593, -0.803635, 1.006132], [-2.378039, 4.771355, -0.207713], [0.933742, -1.234122, -0.183279], [-0.722199, 6.620872, 0.288414], [-1.527284, 4.444995, -0.823286], [6.342502, 0.974438, 1.652536], [-0.448012, 2.680638, 3.868815], [0.067789, -1.825384, -0.403647], [2.964699, -1.621135, 5.270848], [-1.516204, -5.565252, -3.702960], [1.800878, -0.967802, -2.577005], [-4.203397, 0.686935, -1.480383], [-0.205208, 6.230704, 1.165360], [-8.774795, -0.552311, 0.034567], [-0.128950, -0.324237, -4.225057], [3.512375, 0.437509, -1.114699], [-4.233502, 2.798348, -4.256691], [-1.545906, -0.063936, 6.107630], [-1.766924, 6.846982, 0.484090], [-6.032269, 2.110722, -2.066096], [4.617597, -0.927588, 4.188877], [-4.842555, 1.239882, -2.521844], [-2.146423, 0.268758, -4.630714], [7.256724, -1.888364, 0.262910], [3.159988, -1.241604, 3.216266], [3.161131, 0.464286, 1.527947], [3.273616, -2.840399, 6.941229], [-0.345482, -0.895826, -5.132572], [-8.937882, 0.237441, -0.493883], [-2.935378, -0.277241, 5.022246], [-5.211620, 0.250847, -3.362085], [-1.359986, 0.847886, 4.244340], [-1.794324, 1.653662, -1.216749], [-7.746883, 2.559558, -0.556381], [6.567926, -0.493814, -0.602675], [-2.396875, -0.317900, 2.903386], [0.468641, -5.030959, -4.088230], [4.445203, -3.049921, 5.625170], [0.886066, 2.395901, -2.308034], [3.233387, 0.189324, 4.249304], [-7.702111, -0.333892, -2.298274], [-1.437614, -3.419568, -2.973277], [6.762324, 1.584916, 2.473131], [1.788330, -0.773847, -1.134179], [-0.881312, 6.190818, -1.786853], [-2.173855, 0.424815, 5.357027], [8.101403, -1.453646, 2.650842], [-7.852083, 0.378788, -1.342030], [8.241784, -0.491881, 2.150951], [0.586813, 0.442511, -4.515690], [-0.882678, 0.722075, 2.037447], [-5.530484, 3.264947, -1.615263], [-0.287987, -1.583440, -2.459174], [3.849170, -2.320040, 6.177932], [-1.084914, 3.597369, -0.300006], [-1.959753, 4.152964, -2.134966], [2.744639, -0.037507, -0.531513], [2.507947, -1.781312, -2.780025], [-0.574834, 5.650862, -0.889557], [-2.665181, 1.290594, 5.810840], [7.051580, -0.147377, 1.404182], [5.342304, 1.293431, 1.050517], [5.577132, -1.375338, 0.563666], [-6.246419, 1.176795, 0.157864]],
  "forces_ev_per_angstrom": [[0.00, -0.05, -0.02], [-0.05, 0.36, 0.29], [-0.23, -0.15, -0.10], [-0.47, -0.39, 0.73], [0.04, 0.08, 0.02], [0.16, -0.27, -0.05], [0.24, 0.16, -0.16], [-0.15, 0.15, 0.07], [0.09, 0.00, -0.02], [0.06, -0.09, 0.07], [-0.30, 0.81, -0.17], [-0.05, -0.04, 0.03], [0.12, -0.08, 0.18], [-0.21, -0.42, 0.51], [-0.09, -0.10, 0.00], [0.17, -0.49, 0.49], [-0.26, -0.07, -0.02], [-0.01, -0.02, -0.34], [1.09, 0.63, -0.44], [-0.36, -0.10, -0.02], [-0.08, 0.19, 0.13], [-0.03, 0.03, -0.01], [-0.12, 0.14, 0.12], [-0.08, -0.07, 0.02], [0.11, -0.08, -0.09], [0.08, -0.03, 0.11], [-0.05, -0.11, 0.05], [0.04, -0.01, 0.01], [-0.80, 0.44, -0.03], [0.00, 0.05, 0.01], [-0.12, -0.04, 0.08], [-0.05, -0.14, -0.05], [-0.25, 0.37, -0.19], [0.04, -0.04, -0.04], [1.00, 2.32, -0.96], [0.01, 0.13, 0.16], [0.75, 0.36, 2.05], [-0.22, -0.18, -0.13], [-0.61, -0.69, -0.79], [0.86, -0.24, -0.50], [-0.03, 1.06, 0.21], [-0.03, 0.05, 0.04], [0.11, 0.05, 0.05], [-0.12, -0.07, -0.20], [0.15, -0.08, 0.16], [-0.08, -0.22, 0.00], [-0.33, -0.95, -0.24], [-0.31, -0.20, 0.46], [-0.30, 0.05, 0.27], [-0.25, -0.19, -0.06], [-0.87, -0.87, 0.48], [0.07, 0.10, -0.11], [-0.02, -0.30, 0.37], [-0.10, -0.05, 0.05], [-0.08, -0.10, 0.20], [0.27, -1.47, 0.28], [0.01, -0.04, 0.06], [1.13, 1.09, -1.13], [-0.18, 0.13, 0.09], [0.05, 0.03, 0.05], [0.05, 0.09, -0.02], [0.05, 0.19, 0.11], [-0.04, 0.01, -0.01], [0.14, 0.08, -0.16], [0.86, 0.32, 0.13], [0.01, 0.00, -0.05], [-0.37, -0.20, 0.06], [-0.34, 0.07, 0.27], [-0.02, 0.04, -0.44], [-0.10, 0.18, -0.01], [-0.05, -0.07, -0.03], [-0.02, 0.02, 0.05], [0.04, 0.02, -0.08], [0.06, -0.04, 0.11], [-0.18, -0.12, 0.19], [0.04, 0.02, -0.09], [0.12, 0.89, 1.20], [-0.22, -0.39, -0.04], [0.04, -0.04, 0.00], [0.04, 0.55, -1.03], [-0.01, -0.01, -0.12], [0.29, 0.16, -0.06], [0.12, 0.01, 0.05], [-0.52, -1.21, -1.22], [-0.19, -0.10, -0.24], [0.07, 0.12, 0.19], [-0.17, 0.17, 0.00], [0.02, 0.42, 0.13], [-0.15, 0.14, 0.26], [-0.01, 0.18, -0.26], [0.12, -0.11, -0.09], [0.06, -2.11, 0.05], [1.07, 0.41, -0.86], [0.03, -0.06, 0.03], [-0.65, 0.21, -0.23], [-0.07, -0.08, 0.09], [0.20, -0.08, 0.13], [0.07, 0.15, -0.03], [-0.02, 0.00, -0.11], [0.30, -0.17, 0.07]],
  "lumo_energy_ev": 1.8,
  "orbital_gap_ev": 6.4,
  "total_charge": -1,
  "homo_ev": -4.62
}